1.
9
Properties=species:S:1:pos:R:3 method="wB97M-V/def2-TZVPD" e_tot_ha=-205.30535 fmax_ev_per_a=3.40 e_above_lowest_ev=2.333 homo_energy_ev=-9.5 orbital_gap_ev=10.58 total_charge=0 multiplicity=1
N 1.24176 -0.50175 -0.12293
N 0.55207 0.70165 0.15164
N -1.52319 -0.49012 -0.03300
C -0.84281 0.56708 -0.00235
H -1.06660 -1.35088 0.27826
H -1.35975 1.49567 -0.05004
H 1.41152 -0.83457 0.82649
H 0.53195 -1.02913 -0.55390
H 1.05505 1.44205 -0.49416

---

2.
9
Properties=species:S:1:pos:R:3 method="wB97M-V/def2-TZVPD" e_tot_ha=-205.17490 fmax_ev_per_a=4.44 e_above_lowest_ev=5.883 homo_energy_ev="-7.8 / -7.4" orbital_gap_ev="8.62 / 8.44" total_charge=0 multiplicity=1
N 1.05931 0.68886 0.35876
N 1.45743 -0.54352 -0.01664
N -2.43344 0.01403 0.24033
C -1.21946 0.18358 -0.10061
H 1.87050 -1.05713 0.74421
H -0.97077 -0.18127 -1.07151
H 1.17068 1.36541 -0.30669
H -2.92589 0.11441 1.13128
H 1.99164 -0.58437 -0.97915

---

3.
10
Properties=species:S:1:pos:R:3 method="wB97M-V/def2-TZVPD" e_tot_ha=-280.45010 fmax_ev_per_a=3.20 e_above_lowest_ev=4.201 homo_energy_ev=-8.9 smiles=C1NNNO1 orbital_gap_ev=9.75 total_charge=0 multiplicity=1
O -1.06632 0.86243 0.17485
N -0.20925 -1.20458 0.47481
N -1.28927 -0.50108 -0.14738
N 0.97337 -0.27736 0.37827
C 0.34004 1.08421 0.28690
H -1.28362 -0.51776 -1.18151
H 0.59683 1.47150 -0.63042
H 1.49481 -0.43463 -0.51317
H 0.61249 1.65929 1.15459
H -0.16909 -2.14202 0.00305

---

4.
10
Properties=species:S:1:pos:R:3 method="wB97M-V/def2-TZVPD" e_tot_ha=-280.38403 fmax_ev_per_a=3.58 e_above_lowest_ev=5.999 homo_energy_ev="-10.3 / -8.3" orbital_gap_ev="10.23 / 7.57" total_charge=0 multiplicity=1
O 1.99557 1.04599 0.10887
N 1.21775 -1.79078 0.07823
N 0.83121 0.90227 -0.05192
N -0.15555 1.55386 -0.12737
C -1.45068 0.80381 -0.02836
H 1.66260 -2.10674 -0.75302
H -1.45176 -0.19698 0.52704
H -2.25989 1.35688 0.28441
H -1.87350 0.58192 -0.99709
H 1.48424 -2.15023 0.95921

---

5.
10
Properties=species:S:1:pos:R:3 method="wB97M-V/def2-TZVPD" e_tot_ha=-280.54017 fmax_ev_per_a=8.78 e_above_lowest_ev=1.751 homo_energy_ev=-9.6 smiles="NNC(N)=O" orbital_gap_ev=10.20 total_charge=0 multiplicity=1
O -1.88190 -1.00981 -0.12855
N -0.92633 0.97344 0.00149
N 1.54170 -0.31306 -0.19695
N 0.36530 -0.88866 0.15706
C -0.87598 -0.40306 0.14045
H -0.00353 1.64245 0.10419
H 0.18530 -1.80549 -0.12119
H -1.75021 1.35825 0.04459
H 2.17919 -0.10980 0.75379
H 1.16645 0.55572 -0.75488

---

6.
10
Properties=species:S:1:pos:R:3 method="wB97M-V/def2-TZVPD" e_tot_ha=-280.55661 fmax_ev_per_a=4.48 e_above_lowest_ev=1.303 homo_energy_ev=-9.6 smiles="NNC(N)=O" orbital_gap_ev=10.27 total_charge=0 multiplicity=1
O 0.06870 0.15269 -2.14287
N -1.03132 0.12181 1.14395
N 1.20421 -0.67868 -0.15784
N -0.79723 0.72131 -0.09515
C 0.21201 0.10444 -0.89772
H 1.86758 -0.96439 -0.96306
H -0.57891 0.42385 2.05280
H -0.77099 -0.91722 1.06297
H 1.62750 0.21101 0.45367
H -1.80155 0.82518 -0.45674